Entry from the Open Molecules 2025 dataset: C5H10O as an isolated structure (the ωB97M-V functional and the def2-TZVPD basis).

The calculation puts the maximum force at 0.43 eV Å⁻¹. The HOMO-LUMO gap is 9.34 eV. The LUMO energy comes out at 1.034 eV.

Cartesian coordinates (Å):
C (1.50, 0.01, 1.20)
C (0.96, 0.49, -0.13)
C (0.13, -0.94, -0.92)
C (-0.48, 0.34, -0.36)
C (-1.50, 0.21, 0.76)
O (-1.00, 1.19, -1.35)
H (2.54, -0.31, 1.13)
H (1.50, 0.89, 1.86)
H (0.93, -0.78, 1.72)
H (1.26, -0.59, -1.02)
H (-0.09, -1.07, -1.98)
H (0.05, -1.84, -0.32)
H (-2.48, -0.04, 0.34)
H (-1.59, 1.16, 1.29)
H (-1.23, -0.57, 1.48)
H (-0.24, 1.68, -1.69)

Charges in e, computed with Löwdin, in the same order as the atoms: number 1, C, carries -0.129; number 2, C, carries -0.098; number 3, C, carries -0.021; number 4, C, carries -0.642; number 5, C, carries -0.014; number 6, O, carries -0.017; number 7, H, carries 0.072; number 8, H, carries 0.088; number 9, H, carries 0.068; number 10, H, carries 0.114; number 11, H, carries 0.119; number 12, H, carries 0.112; number 13, H, carries 0.088; number 14, H, carries 0.091; number 15, H, carries 0.074; number 16, H, carries 0.094

***

Entry from the Open Molecules 2025 dataset: one molecule with the formula C5H10O (the ωB97M-V functional and the def2-TZVPD basis).

The calculation puts the maximum force at 0.59 eV Å⁻¹. The HOMO-LUMO gap is 8.35 eV. The LUMO energy comes out at 0.644 eV.

Cartesian coordinates (Å):
C (-2.37, 0.34, -0.16)
C (-1.09, -0.48, -0.02)
C (0.15, 0.41, 0.13)
C (1.40, -0.47, 0.30)
C (3.12, -0.14, 0.02)
O (2.48, 0.86, 0.54)
H (-3.25, -0.30, -0.27)
H (-2.53, 0.98, 0.72)
H (-2.32, 1.00, -1.04)
H (-1.17, -1.14, 0.86)
H (-0.97, -1.13, -0.89)
H (0.26, 1.04, -0.76)
H (0.04, 1.07, 0.99)
H (1.46, -1.10, -0.60)
H (1.40, -1.06, 1.22)
H (3.39, 0.11, -1.05)

Charges in e, computed with Löwdin, in the same order as the atoms: number 1, C, carries -0.117; number 2, C, carries -0.274; number 3, C, carries -0.219; number 4, C, carries -0.157; number 5, C, carries -0.105; number 6, O, carries -0.098; number 7, H, carries 0.070; number 8, H, carries 0.075; number 9, H, carries 0.074; number 10, H, carries 0.112; number 11, H, carries 0.111; number 12, H, carries 0.124; number 13, H, carries 0.121; number 14, H, carries 0.120; number 15, H, carries 0.118; number 16, H, carries 0.044

***

Entry from the Open Molecules 2025 dataset: C5H10O as an isolated structure (the ωB97M-V functional and the def2-TZVPD basis).

The calculation puts the maximum force at 1.80 eV Å⁻¹. The HOMO-LUMO gap (spin up / spin down) is 8.27 / 7.02 eV. The LUMO energy (spin up / spin down) comes out at 0.725 / 0.222 eV.

Cartesian coordinates (Å):
O (-2.11, -0.25, 0.82)
C (-1.49, 0.71, 0.12)
C (-0.15, 0.69, -0.25)
C (0.98, 0.46, 0.91)
C (1.81, -0.51, 0.12)
C (0.52, -0.66, -0.69)
H (-1.48, -0.98, 0.97)
H (-1.59, -0.22, -2.25)
H (-2.17, 1.52, -0.13)
H (0.11, 1.54, -0.88)
H (0.52, 0.01, 1.80)
H (1.40, 1.44, 1.16)
H (2.62, -0.04, -0.44)
H (2.18, -1.39, 0.66)
H (-0.07, -1.53, -0.38)
H (-0.90, -0.54, -2.26)

Charges in e, computed with Löwdin, in the same order as the atoms: number 1, O, carries 0.021; number 2, C, carries -0.218; number 3, C, carries -0.346; number 4, C, carries -0.142; number 5, C, carries -0.201; number 6, C, carries -0.100; number 7, H, carries 0.095; number 8, H, carries 0.075; number 9, H, carries 0.118; number 10, H, carries 0.141; number 11, H, carries 0.113; number 12, H, carries 0.111; number 13, H, carries 0.104; number 14, H, carries 0.102; number 15, H, carries 0.078; number 16, H, carries 0.048

***

DFT total energy? In order: -7391.0523 -7389.4674 -7389.0953 eV.
Energy relative to the best compared isomer or geometry (same formula, charge and spin)? In order: 85.62 122.17 130.75 kcal/mol.